[1]
Below is a cluster of 5 separate species, C28H66NO6P in total at a distorted geometry, with properties calculated with the ωB97M-V functional and the def2-TZVPD basis.

HOMO energy, eV: -7.685
E_tot, eV: -53161.31382
Orbital gap, Ha: 0.3088
LUMO energy, eV: 0.719
Max |F|, Eh/bohr: 0.176
SMILES string: CC(=O)OCCCCCCPCCCCN.CCOCC.CCOCC.CCOCC.CCOCC

Element x y z (Å)
C  -4.922  0.636  2.430
C  -4.762  -0.852  1.684
O  -4.654  -0.798  0.335
O  -4.766  -2.137  2.454
C  -3.430  -2.399  3.030
C  -2.505  -3.237  1.916
C  -0.968  -3.232  2.483
C  0.187  -3.612  1.388
C  -0.134  -3.181  -0.158
C  0.160  -1.604  -0.518
P  -1.036  -0.361  0.324
C  -0.217  1.388  0.081
C  -1.362  2.546  0.340
C  -2.093  2.842  -1.099
C  -3.705  2.427  -1.048
N  -4.367  3.185  -2.179
H  -5.445  1.434  1.733
H  -5.633  0.459  3.357
H  -3.887  1.070  2.763
H  -3.443  -2.902  4.086
H  -2.899  -1.333  3.106
H  -2.667  -2.679  0.900
H  -2.914  -4.331  1.845
H  -0.923  -4.080  3.322
H  -0.741  -2.220  3.076
H  0.469  -4.768  1.384
H  1.181  -3.045  1.728
H  0.614  -3.813  -0.841
H  -1.208  -3.437  -0.542
H  -0.040  -1.498  -1.690
H  1.308  -1.301  -0.390
H  -1.076  -0.518  1.755
H  0.300  1.443  -0.968
H  0.553  1.478  0.988
H  -2.134  2.146  1.152
H  -0.852  3.496  0.803
H  -1.588  2.126  -1.909
H  -1.937  3.943  -1.477
H  -3.855  1.283  -1.268
H  -4.183  2.663  -0.001
H  -4.342  2.514  -3.002
H  -5.359  3.436  -1.959
C  2.273  5.243  2.668
C  2.831  3.947  2.101
O  2.707  3.847  0.685
C  3.368  4.851  -0.082
C  4.870  4.892  0.142
H  1.216  5.356  2.398
H  2.362  5.252  3.759
H  2.803  6.117  2.284
H  2.268  3.109  2.525
H  3.872  3.801  2.401
H  2.914  5.829  0.106
H  3.175  4.618  -1.135
H  5.123  5.127  1.178
H  5.330  5.651  -0.497
H  5.318  3.919  -0.091
C  1.965  -1.519  5.161
C  1.891  -0.147  4.510
O  1.317  0.850  5.351
C  1.991  1.107  6.581
C  3.425  1.577  6.398
H  0.967  -1.851  5.470
H  2.380  -2.252  4.461
H  2.597  -1.514  6.051
H  1.253  -0.215  3.623
H  2.875  0.175  4.157
H  1.944  0.226  7.228
H  1.424  1.895  7.090
H  4.041  0.826  5.899
H  3.880  1.796  7.368
H  3.454  2.484  5.784
C  -4.107  -2.104  -3.424
C  -2.598  -2.109  -3.612
O  -2.000  -3.379  -3.365
C  -2.437  -4.458  -4.189
C  -2.185  -4.228  -5.669
H  -4.368  -2.424  -2.408
H  -4.509  -1.099  -3.592
H  -4.607  -2.782  -4.118
H  -2.154  -1.409  -2.898
H  -2.324  -1.750  -4.608
H  -3.493  -4.675  -3.996
H  -1.876  -5.343  -3.869
H  -2.727  -3.358  -6.046
H  -2.503  -5.100  -6.249
H  -1.119  -4.055  -5.853
C  1.891  -1.939  -5.228
C  1.789  -0.555  -4.607
O  2.633  -0.379  -3.472
C  4.033  -0.537  -3.692
C  4.598  0.437  -4.712
H  1.650  -2.711  -4.486
H  1.198  -2.032  -6.070
H  2.896  -2.146  -5.600
H  0.762  -0.402  -4.260
H  1.983  0.225  -5.348
H  4.257  -1.572  -3.969
H  4.524  -0.362  -2.728
H  4.149  0.304  -5.699
H  5.679  0.298  -4.813
H  4.406  1.470  -4.402

Löwdin atomic charge list, values in e, 99 entries: C -0.025; C -0.263; O -0.059; O -0.132; C -0.179; C -0.175; C -0.236; C -0.213; C -0.269; C -0.423; P 0.890; C -0.419; C -0.264; C -0.196; C -0.279; N -0.076; H 0.089; H 0.093; H 0.080; H 0.140; H 0.112; H 0.078; H 0.125; H 0.118; H 0.087; H 0.115; H 0.112; H 0.119; H 0.098; H 0.075; H 0.094; H -0.082; H 0.089; H 0.071; H 0.087; H 0.101; H 0.104; H 0.110; H 0.100; H 0.104; H 0.074; H 0.062; C -0.077; C -0.278; O -0.174; C -0.276; C -0.084; H 0.080; H 0.076; H 0.065; H 0.109; H 0.104; H 0.105; H 0.119; H 0.064; H 0.077; H 0.082; C -0.081; C -0.279; O -0.167; C -0.277; C -0.080; H 0.081; H 0.076; H 0.064; H 0.105; H 0.105; H 0.105; H 0.119; H 0.066; H 0.078; H 0.076; C -0.071; C -0.278; O -0.180; C -0.274; C -0.080; H 0.083; H 0.076; H 0.064; H 0.098; H 0.103; H 0.106; H 0.119; H 0.066; H 0.078; H 0.074; C -0.079; C -0.276; O -0.174; C -0.277; C -0.083; H 0.082; H 0.075; H 0.064; H 0.110; H 0.105; H 0.105; H 0.119

=====

[2]
Below is a cluster of 8 separate species, C28H67F3O10S in total at a distorted geometry, with properties calculated with the ωB97M-V functional and the def2-TZVPD basis.

HOMO energy, eV: -9.949
E_tot, eV: -69583.49226
Orbital gap, Ha: 0.3855
LUMO energy, eV: 0.540
Max |F|, Eh/bohr: 0.125
SMILES string: O=S1(=O)CCC[C@@H](CCC(F)(F)F)O1.CC(C)O.CC(C)O.CC(C)O.CC(C)O.CC(C)O.CC(C)O.CC(C)O

Element x y z (Å)
O  -2.217  5.303  4.501
S  -1.626  4.227  3.622
O  -0.546  3.553  4.429
C  -0.805  4.947  2.139
C  -1.198  4.270  0.751
C  -2.613  3.529  0.728
C  -3.506  3.775  2.033
C  -4.926  3.105  1.729
C  -6.167  4.028  2.066
C  -6.400  5.217  1.058
F  -7.279  4.924  0.014
F  -5.248  5.726  0.476
F  -6.950  6.285  1.797
O  -2.830  3.147  3.163
H  -0.949  6.070  2.040
H  0.318  4.799  2.265
H  -1.206  5.075  -0.054
H  -0.428  3.511  0.395
H  -2.526  2.428  0.484
H  -3.208  3.999  -0.127
H  -3.573  4.886  2.259
H  -4.991  2.197  2.421
H  -4.921  2.686  0.678
H  -7.090  3.357  2.025
H  -6.148  4.427  3.131
C  1.700  -0.263  2.756
C  0.302  0.315  2.604
C  -0.742  -0.587  3.242
O  0.004  0.480  1.215
H  1.777  -1.236  2.262
H  2.438  0.391  2.284
H  1.965  -0.385  3.809
H  0.261  1.304  3.064
H  -0.751  -1.573  2.764
H  -1.743  -0.165  3.115
H  -0.552  -0.719  4.309
H  0.037  -0.390  0.800
C  4.378  -4.184  -0.166
C  4.085  -2.785  0.354
C  5.197  -1.815  -0.011
O  3.936  -2.825  1.772
H  5.300  -4.577  0.272
H  3.577  -4.873  0.113
H  4.480  -4.188  -1.253
H  3.137  -2.430  -0.061
H  6.148  -2.127  0.433
H  4.979  -0.817  0.377
H  5.324  -1.748  -1.095
H  4.767  -3.138  2.149
C  3.712  -8.446  -0.475
C  4.254  -7.586  -1.604
C  4.459  -8.403  -2.871
O  5.494  -7.008  -1.204
H  4.413  -9.248  -0.227
H  3.581  -7.849  0.432
H  2.750  -8.892  -0.741
H  3.563  -6.764  -1.806
H  5.184  -9.206  -2.703
H  4.860  -7.776  -3.671
H  3.520  -8.846  -3.212
H  6.113  -7.727  -1.022
C  -5.290  -0.174  -0.828
C  -4.746  0.679  -1.964
C  -4.548  -0.143  -3.227
O  -3.501  1.257  -1.572
H  -4.592  -0.980  -0.578
H  -5.417  0.426  0.077
H  -6.253  -0.617  -1.092
H  -5.435  1.504  -2.167
H  -3.825  -0.948  -3.059
H  -4.147  0.480  -4.031
H  -5.489  -0.584  -3.563
H  -2.884  0.537  -1.390
C  2.900  6.592  -0.792
C  1.604  6.265  -1.519
C  1.522  6.986  -2.855
O  0.494  6.642  -0.705
H  2.968  7.663  -0.581
H  2.941  6.075  0.170
H  3.769  6.297  -1.384
H  1.535  5.186  -1.679
H  1.543  8.072  -2.713
H  0.582  6.751  -3.360
H  2.350  6.704  -3.508
H  0.544  7.595  -0.556
C  -5.625  6.180  -3.502
C  -6.103  4.929  -4.223
C  -7.442  5.162  -4.906
O  -6.227  3.860  -3.287
H  -6.334  6.475  -2.722
H  -4.669  5.995  -3.007
H  -5.504  7.014  -4.197
H  -5.360  4.626  -4.965
H  -8.213  5.423  -4.174
H  -7.779  4.253  -5.410
H  -7.375  5.966  -5.643
H  -6.882  4.117  -2.626
C  7.667  -8.530  3.120
C  6.680  -9.448  2.416
C  6.870  -10.896  2.842
O  6.855  -9.341  1.004
H  8.697  -8.803  2.872
H  7.526  -7.496  2.796
H  7.545  -8.577  4.204
H  5.658  -9.131  2.640
H  7.873  -11.249  2.585
H  6.162  -11.545  2.321
H  6.724  -11.013  3.918
H  7.754  -9.620  0.793

Löwdin atomic charge list, values in e, 99 entries: O -0.341; S 0.763; O -0.344; C -0.195; C -0.181; C -0.136; C -0.338; C -0.107; C -0.057; C -0.461; F 0.076; F 0.091; F 0.058; O -0.221; H 0.119; H 0.117; H 0.098; H 0.116; H 0.112; H 0.121; H 0.143; H 0.137; H 0.110; H 0.136; H 0.146; C -0.058; C -0.491; C -0.057; O -0.069; H 0.067; H 0.080; H 0.085; H 0.121; H 0.080; H 0.074; H 0.083; H 0.080; C -0.072; C -0.499; C -0.064; O -0.064; H 0.082; H 0.078; H 0.083; H 0.135; H 0.082; H 0.076; H 0.080; H 0.088; C -0.061; C -0.502; C -0.063; O -0.067; H 0.070; H 0.077; H 0.080; H 0.130; H 0.081; H 0.079; H 0.079; H 0.075; C -0.057; C -0.494; C -0.060; O -0.064; H 0.083; H 0.061; H 0.082; H 0.125; H 0.080; H 0.081; H 0.081; H 0.088; C -0.062; C -0.494; C -0.064; O -0.072; H 0.082; H 0.079; H 0.081; H 0.140; H 0.082; H 0.080; H 0.081; H 0.093; C -0.061; C -0.495; C -0.065; O -0.063; H 0.079; H 0.078; H 0.079; H 0.139; H 0.081; H 0.079; H 0.079; H 0.076; C -0.063; C -0.496